19
Properties=species:S:1:pos:R:3:forces:R:3:lowdin_charge:R:1 method="wB97M-V/def2-TZVPD" energy_ev=-18157.009 smiles=CNC[C@@H](N)CS homo_energy_ev=-8.77
C -1.31962 -1.43085 -1.28436 -0.71 0.71 0.69 -0.12
N -0.93419 -0.03283 -1.61324 0.27 -1.50 -1.20 -0.13
C -0.60941 0.80123 -0.49641 0.04 -0.22 1.64 -0.23
C 0.62688 0.29345 0.28811 -0.54 -1.24 1.05 -0.47
N 1.86328 0.46254 -0.45040 -0.65 0.43 -1.73 0.05
C 0.70103 0.97175 1.66649 -0.66 0.71 -0.07 -0.55
S 0.99106 0.05405 3.19098 0.49 -0.67 0.48 0.69
H -0.54512 -2.19391 -1.34873 0.20 0.27 -0.05 0.07
H -2.16115 -1.71472 -1.92987 0.43 -0.07 -0.07 0.08
H -1.75040 -1.42965 -0.26721 0.19 -0.33 -0.04 0.08
H -1.74843 0.25873 -2.12435 0.19 1.02 -0.08 0.09
H -0.40850 1.84432 -0.77150 -0.49 -0.16 -0.15 0.13
H -1.41464 0.68683 0.27005 0.19 0.72 -0.31 0.12
H 0.34042 -0.76016 0.46221 0.51 0.05 0.08 0.11
H 1.49763 0.50001 -1.40746 0.61 0.28 -0.07 0.07
H 2.51697 -0.30626 -0.51907 -0.19 -0.32 0.78 0.07
H 1.41957 1.78653 1.61533 0.15 -0.09 -0.03 0.07
H -0.25652 1.41080 1.95681 -0.06 0.24 -0.64 0.04
H 1.19114 -1.20185 2.76262 0.04 0.15 -0.27 -0.16

19
Properties=species:S:1:pos:R:3:forces:R:3:lowdin_charge:R:1 method="wB97M-V/def2-TZVPD" energy_ev=-18157.505 smiles=CNC[C@H](N)CS homo_energy_ev=-8.85
C 2.13693 -2.07225 -0.07276 -0.44 0.47 0.12 -0.14
N 1.43012 -0.96142 0.56259 0.04 -0.02 -0.33 -0.12
C 0.19895 -0.61495 -0.14012 -0.58 -0.25 1.05 -0.23
C -0.26238 0.81329 0.09148 0.15 0.72 -0.71 -0.51
N -0.38742 1.12649 1.49396 0.46 -0.29 -0.02 0.04
C -1.53066 1.07305 -0.74615 0.15 0.62 0.68 -0.51
S -1.88728 2.88205 -0.68542 0.10 -0.28 -0.04 0.69
H 2.52680 -1.71043 -1.01967 0.29 -0.11 -0.09 0.07
H 2.93989 -2.36777 0.59251 0.24 -0.18 -0.14 0.07
H 1.48600 -2.92728 -0.28551 0.02 -0.20 0.05 0.07
H 1.19661 -1.24193 1.50594 0.06 0.20 0.05 0.09
H -0.61872 -1.25841 0.23564 -0.08 -0.09 -0.29 0.13
H 0.27539 -0.80517 -1.20594 0.27 0.04 -0.14 0.12
H 0.49028 1.49708 -0.33246 0.09 -0.22 0.07 0.13
H -0.90745 1.96260 1.70103 -0.18 -0.12 0.13 0.05
H -0.60159 0.33608 2.07935 -0.38 0.14 0.08 0.07
H -2.39399 0.56257 -0.30928 0.16 -0.21 -0.38 0.08
H -1.31647 0.83410 -1.78281 -0.27 -0.29 -0.08 0.07
H -2.77500 2.87230 -1.68240 -0.12 0.07 -0.01 -0.16

19
Properties=species:S:1:pos:R:3:forces:R:3:lowdin_charge:R:1 method="wB97M-V/def2-TZVPD" total_charge=+1 energy_ev=-8799.442 homo_energy_ev=-13.81
C 1.02726 -2.00231 1.98244 0.00 -0.07 0.47 -0.09
C 0.31046 -1.79045 0.68008 0.88 -0.25 0.36 -0.09
C -0.93694 -0.72519 0.95496 -3.33 0.72 -1.09 -0.22
N -1.63319 -1.22755 1.97193 0.89 0.51 0.84 0.33
C 0.09273 1.68837 -1.82335 -4.62 -0.10 1.37 -0.43
N -0.04896 2.87869 -2.63316 0.74 -2.64 0.56 0.07
N 0.95998 1.13986 -1.11878 1.58 0.15 1.13 0.09
H 2.00074 -2.49708 1.91961 -0.20 -0.09 -0.50 0.11
H 1.24808 -1.02783 2.42104 0.01 0.03 0.06 0.10
H 0.40928 -2.54565 2.69606 0.18 -0.05 -0.06 0.08
H -0.22780 -2.61949 0.22732 0.25 -0.16 0.14 0.12
H 0.88456 -1.22298 -0.05844 -0.26 0.14 -0.04 0.10
H -1.60787 -0.61083 0.09577 0.79 0.23 -0.45 0.12
H -0.43450 0.24574 1.15835 0.80 -0.57 0.31 0.18
H -2.62898 -1.37538 1.75141 0.12 -0.34 -0.24 0.13
H 0.26660 3.74084 -2.19911 1.19 -0.27 -0.25 0.08
H 0.65634 2.17175 -3.03227 0.68 3.23 -2.67 0.11
H 1.78162 1.74234 -1.02139 0.18 -0.10 0.14 0.07
H -0.84067 1.13164 -1.96083 0.14 -0.38 -0.09 0.11